#a
Here is 6 unconnected molecules or ions with the total composition H12O6 from the OMol25 dataset. Energies are from wB97M-V/def2-TZVPD.

Results
Total charge: 0
E_HOMO: -10.4499 eV
HOMO-LUMO gap: 10.39 eV
SMILES: O.O.O.O.O.O

Structure (XYZ):
```
18
Properties=species:S:1:pos:R:3:lowdin_charge:R:1
O 16.112 22.281 6.388 0.0968
O 15.908 22.671 12.488 -0.1001
O 13.894 21.377 8.870 -0.2100
O 16.390 22.705 9.368 -0.0898
O 18.582 20.851 9.718 -0.0313
O 16.516 25.641 9.209 -0.0504
H 18.613 20.165 9.133 -0.0220
H 15.395 22.311 11.749 0.0196
H 16.457 23.522 9.898 0.0486
H 16.928 22.591 12.394 0.0913
H 13.354 22.029 8.311 0.0379
H 16.536 26.076 8.333 0.0630
H 15.415 22.207 5.945 -0.0741
H 16.843 22.798 8.500 0.0637
H 17.844 21.481 9.632 -0.0030
H 16.286 23.111 6.072 0.0164
H 14.743 22.051 9.240 0.0994
H 16.999 26.094 9.898 0.0439
```

=====

#b
Here is 6 unconnected molecules or ions with the total composition H12O6 from the OMol25 dataset. Energies are from wB97M-V/def2-TZVPD.

Results
Total charge: 0
E_HOMO: -11.1842 eV
HOMO-LUMO gap: 11.78 eV
SMILES: O.O.O.O.O.O

Structure (XYZ):
```
18
Properties=species:S:1:pos:R:3:lowdin_charge:R:1
O -0.985 -2.155 -0.816 -0.0649
O -1.174 1.357 2.053 -0.0832
O -1.812 -1.254 1.565 -0.0319
O 1.159 -1.126 -2.182 -0.0460
O 1.249 1.739 0.948 -0.0830
O 1.755 1.349 -1.693 -0.0775
H 1.467 -1.614 -2.897 0.0155
H -1.416 -1.832 0.933 -0.0088
H 1.138 0.875 1.361 0.0506
H -1.502 -1.370 -0.918 0.0293
H -1.773 -1.693 2.401 0.0494
H -0.153 -1.848 -1.248 0.0136
H 1.186 -0.159 -2.379 0.0320
H 1.611 1.600 -0.728 0.0291
H -1.578 0.513 1.763 0.0086
H -1.313 1.422 3.018 0.0678
H 1.848 2.141 -2.198 0.0342
H 0.292 2.055 1.015 0.0652
```

=====

#c
Here is 6 unconnected molecules or ions with the total composition H12O6 from the OMol25 dataset. Energies are from wB97M-V/def2-TZVPD.

Results
Total charge: 0
E_HOMO: -11.3394 eV
HOMO-LUMO gap: 11.58 eV
SMILES: O.O.O.O.O.O

Structure (XYZ):
```
18
Properties=species:S:1:pos:R:3:lowdin_charge:R:1
O -3.009 -4.229 0.657 -0.0536
O -3.512 0.365 -2.444 -0.0535
O 0.020 0.940 0.177 -0.0517
O 4.778 -0.179 3.705 -0.0531
O 1.102 3.148 4.105 -0.0533
O 1.883 -0.411 -5.182 -0.0526
H 2.013 0.112 -4.390 0.0244
H 3.941 0.147 3.372 0.0262
H 4.996 -0.912 3.129 0.0268
H -3.491 -3.719 0.006 0.0264
H 0.786 2.623 3.370 0.0237
H 1.756 0.235 -5.877 0.0282
H -3.638 -4.884 0.961 0.0272
H 0.694 0.877 -0.499 0.0255
H 0.321 3.590 4.438 0.0278
H -4.349 0.562 -2.024 0.0288
H -0.803 0.797 -0.291 0.0239
H -3.487 0.937 -3.211 0.0291
```

=====

Quick ranking, most stable first: #b, #c, #a.

=====

#a
Here is 6 unconnected molecules or ions with the total composition H12O6 from the OMol25 dataset. Energies are from wB97M-V/def2-TZVPD.

Results
Total charge: 0
E_HOMO: -10.7882 eV
HOMO-LUMO gap: 10.89 eV
SMILES: O.O.O.O.O.O

Structure (XYZ):
```
18
Properties=species:S:1:pos:R:3:lowdin_charge:R:1
O 1.868 0.403 -0.160 -0.0306
O 0.600 -2.542 -0.562 -0.0636
O -1.497 0.837 -2.216 -0.0677
O -0.918 0.155 0.407 -0.0385
O -2.541 2.180 0.552 -0.0719
O 1.739 -1.020 2.679 -0.0412
H 1.510 -2.177 -0.460 0.0441
H 2.220 -1.709 3.144 0.0373
H -1.372 1.742 -2.550 0.0465
H -2.259 1.278 0.546 -0.0404
H 1.726 0.497 -1.114 0.0684
H 1.837 -1.159 1.747 -0.0197
H -0.589 -0.716 0.122 0.0512
H 0.410 -2.751 -1.491 0.0567
H -1.642 0.994 -1.290 -0.0362
H -3.433 2.242 0.143 0.0604
H -0.162 0.669 0.441 -0.0051
H 2.503 1.070 0.060 0.0503
```

=====

#b
Here is 6 unconnected molecules or ions with the total composition H12O6 from the OMol25 dataset. Energies are from wB97M-V/def2-TZVPD.

Results
Total charge: 0
E_HOMO: -10.6394 eV
HOMO-LUMO gap: 10.82 eV
SMILES: O.O.O.O.O.O

Structure (XYZ):
```
18
Properties=species:S:1:pos:R:3:lowdin_charge:R:1
O -1.846 -1.026 -0.785 -0.0566
O 2.066 1.050 -0.538 -0.0555
O -1.780 0.311 1.536 -0.0693
O 0.596 -1.900 -0.517 -0.0714
O -1.056 2.082 -0.710 -0.0448
O 1.020 -0.303 1.678 -0.0835
H 1.697 0.328 1.235 0.0713
H 3.076 1.024 -0.482 0.1102
H -0.186 2.525 -0.667 0.0495
H -0.932 1.264 -1.171 0.0043
H 0.244 0.229 1.813 0.0032
H -1.724 -0.133 0.678 -0.0260
H -1.065 -1.604 -0.652 0.0127
H 0.847 -1.489 0.366 0.0415
H 1.733 0.257 -0.886 -0.0081
H -2.071 -1.062 -1.701 0.0471
H -1.565 1.230 1.370 0.0180
H 0.946 -2.785 -0.568 0.0576
```

=====

Quick ranking, most stable first: #b, #a.

=====

#a
Here is 2 unconnected molecules or ions with the total composition C5H8N2O2S from the OMol25 dataset. Energies are from wB97M-V/def2-TZVPD.

Results
Total charge: 0
E_HOMO: -8.0033 eV
HOMO-LUMO gap: 8.70 eV
SMILES: OSc1ncc[nH]1.CC=O

Structure (XYZ):
```
18
Properties=species:S:1:pos:R:3:lowdin_charge:R:1
S -1.641 1.931 -0.994 0.9429
O 0.159 -0.763 1.335 0.0393
O -1.075 0.369 -1.030 -0.4880
N 0.238 3.924 -0.982 0.0507
N 0.662 2.266 -2.380 0.0525
C -0.135 -1.744 1.966 -0.2920
C -0.177 2.772 -1.438 -0.6934
C -1.380 -2.537 1.770 -0.0421
C 1.398 4.177 -1.642 -0.1668
C 1.688 3.158 -2.504 -0.1089
H 0.536 -2.128 2.755 0.1222
H 2.510 3.001 -3.171 0.1008
H -1.978 -2.125 0.961 0.0821
H 0.551 1.373 -2.834 0.1460
H -1.955 -2.533 2.695 0.0862
H -1.124 -3.573 1.554 0.0853
H 1.953 5.071 -1.446 0.0912
H -0.691 0.108 -0.169 -0.0080
```

=====

#b
Here is C5H8N2O2S in the gas phase from the OMol25 dataset. Energies are from wB97M-V/def2-TZVPD.

Results
Total charge: 0
E_HOMO: -9.1535 eV
HOMO-LUMO gap: 9.63 eV
SMILES: C/C=N/[C@H](CO)SN=C=O

Structure (XYZ):
```
18
Properties=species:S:1:pos:R:3:lowdin_charge:R:1
S -1.474 0.115 -1.592 0.9044
O -2.669 -2.048 1.372 0.1575
O -1.944 2.143 0.803 -0.0678
N 1.006 0.344 -0.081 0.0003
N -2.524 -0.664 -0.558 -0.2808
C 2.757 -1.196 -0.278 -0.0612
C -0.166 1.001 -0.422 -0.5212
C -0.778 1.400 0.893 -0.3269
C 1.370 -0.715 -0.608 -0.2360
C -2.555 -1.299 0.478 -0.3808
H -0.006 2.019 1.529 0.1628
H -2.478 1.957 0.012 0.0684
H 3.193 -0.526 0.341 0.0216
H -0.824 0.495 1.538 0.1134
H 0.804 -1.231 -1.344 0.0767
H 2.677 -2.354 0.111 0.1343
H 0.297 1.898 -0.948 0.1509
H 3.313 -1.338 -1.245 0.0844
```

=====

Quick ranking, most stable first: #a, #b.